Entry 1:
Computed, not measured: a cluster of 2 separate species, C4H15N2O2 in total at a distorted geometry, with ωB97M-V/def2-TZVPD.

Positions of all 23 atoms, in Å:
1 H 4.077 -1.191 2.312
2 H 2.100 1.650 -0.363
3 H 0.671 0.909 1.375
4 H -2.286 -0.499 1.308
5 H -1.828 1.513 0.554
6 N -1.807 -0.718 -1.684
7 H 3.614 0.207 1.805
8 N -1.157 0.826 0.242
9 O 1.095 -0.002 -1.119
10 C -1.440 -1.504 -0.455
11 H -0.514 -1.985 -0.790
12 C 1.084 1.328 -0.595
13 H -2.469 0.035 -1.462
14 H -0.571 -0.857 1.464
15 H 1.715 -0.525 -0.601
16 C -1.336 -0.532 0.765
17 H -0.970 -0.125 -1.808
18 H -2.234 -1.262 -2.428
19 H -2.075 -2.359 -0.325
20 H 0.701 1.898 -1.458
21 O 3.454 -0.734 1.716
22 H 0.032 2.464 0.983
23 C 0.144 1.465 0.564

Computed properties:
**M**: 123.18 g mol⁻¹
**LUMO energy**: -2.95 eV
**DFT total energy**: -421.1313 Ha
**Charge**: +1
**HOMO-LUMO gap**: 10.58 eV

***

Entry 2:
Computed, not measured: a cluster of 2 separate species, C4H15N2O2 in total at a distorted geometry, with ωB97M-V/def2-TZVPD.

Positions of all 23 atoms, in Å:
1 H 0.261 0.905 2.139
2 N 0.127 0.407 1.232
3 H -1.003 0.310 1.264
4 H -0.721 -2.023 -1.374
5 H -0.822 1.988 -1.691
6 H 0.378 2.321 0.229
7 H 0.057 0.417 -2.071
8 H 0.630 -0.494 1.298
9 H 3.586 0.045 0.324
10 H -2.422 -1.850 -1.598
11 C 0.486 1.176 -0.029
12 C -1.512 -1.266 -1.787
13 O 2.632 0.123 0.473
14 C 1.843 0.697 -0.552
15 N -1.448 -0.041 -0.906
16 H -1.440 -1.050 -2.851
17 H -0.137 -1.206 4.132
18 H 2.209 1.597 -1.106
19 O -0.352 -1.369 3.261
20 H -2.336 0.327 -0.998
21 H 1.686 -0.093 -1.335
22 C -0.492 0.954 -1.219
23 H -1.209 -1.874 3.167

Computed properties:
**M**: 123.18 g mol⁻¹
**LUMO energy**: -2.96 eV
**DFT total energy**: -421.0907 Ha
**Charge**: +1
**HOMO-LUMO gap**: 10.43 eV

***

Entry 3:
Computed, not measured: a cluster of 3 separate species, C4H15N2O2 in total at a distorted geometry, with ωB97M-V/def2-TZVPD.

Positions of all 23 atoms, in Å:
1 C 0.635 -0.206 -2.807
2 C -0.018 1.310 0.375
3 H -0.002 -1.957 1.084
4 H 0.184 0.286 2.327
5 H 1.359 -0.943 -3.147
6 H -1.529 0.930 -1.169
7 O 1.040 -3.010 -0.986
8 H -1.293 0.004 1.505
9 C -0.443 1.007 -1.055
10 H -1.126 2.498 3.046
11 N 0.344 -0.107 -1.593
12 N 0.515 -1.098 0.913
13 H 0.949 1.809 0.394
14 C -0.239 0.168 1.336
15 H 1.447 -1.152 1.309
16 H 0.591 -1.042 -0.133
17 O -1.720 1.765 2.823
18 H -0.733 2.065 0.702
19 H -0.245 1.829 -1.752
20 H 0.145 0.347 -3.616
21 H 1.219 -2.713 -1.884
22 H -2.523 2.094 3.248
23 H 1.441 -3.884 -0.919

Computed properties:
**M**: 123.18 g mol⁻¹
**LUMO energy**: -2.66 eV
**DFT total energy**: -421.1354 Ha
**Charge**: +1
**HOMO-LUMO gap**: 11.09 eV

***

Entry 4:
Computed, not measured: a cluster of 3 separate species, C4H15N2O2 in total at a distorted geometry, with ωB97M-V/def2-TZVPD.

Positions of all 23 atoms, in Å:
1 H -2.256 -0.558 0.661
2 C -0.373 -0.635 1.345
3 H 1.381 -0.889 2.643
4 H -0.203 1.130 0.340
5 O 2.006 2.530 1.962
6 C 0.537 -1.270 2.095
7 H 0.185 -2.286 2.424
8 H -1.800 -2.193 0.836
9 H -0.330 -1.866 -1.416
10 H 0.086 -0.346 -4.489
11 H 2.894 2.193 1.798
12 H 0.433 1.268 1.849
13 C -1.089 -1.176 -1.075
14 H -1.652 0.727 -1.577
15 H -1.949 -1.522 -1.618
16 H -1.215 1.306 1.573
17 N -0.336 0.829 1.328
18 H -0.113 0.413 -2.072
19 H 2.127 3.462 2.175
20 H 1.580 0.026 -4.331
21 C -1.435 -1.242 0.455
22 N -0.790 0.269 -1.345
23 O 0.826 -0.359 -3.871

Computed properties:
**M**: 123.18 g mol⁻¹
**LUMO energy**: -2.79 eV
**DFT total energy**: -421.1393 Ha
**Charge**: +1
**HOMO-LUMO gap**: 10.47 eV

***

Entry 5:
Computed, not measured: a cluster of 3 separate species, C4H15N2O2 in total at a distorted geometry, with ωB97M-V/def2-TZVPD.

Positions of all 23 atoms, in Å:
1 H -0.740 1.062 1.105
2 C -1.931 -2.115 0.740
3 N 0.400 0.171 -1.204
4 H -1.338 1.315 -1.220
5 H 1.999 2.484 -2.425
6 H 0.062 -2.081 2.394
7 H 2.621 -0.338 1.050
8 H -2.723 -1.885 0.029
9 C -1.243 -1.017 1.250
10 N -0.252 -1.155 2.110
11 H 0.592 -0.518 -1.923
12 H -2.467 0.578 0.617
13 H 3.734 0.486 0.391
14 H -0.060 -0.379 2.740
15 C -1.058 0.335 -0.897
16 H 1.036 3.142 -1.461
17 H -1.716 -0.340 -1.426
18 H 0.829 -0.010 -0.301
19 O 2.857 0.116 0.233
20 H -1.857 -3.180 0.934
21 O 1.058 2.484 -2.178
22 H 0.893 1.122 -1.533
23 C -1.410 0.366 0.618

Computed properties:
**M**: 123.18 g mol⁻¹
**LUMO energy (spin up / spin down)**: -7.42 / -10.90 eV
**Multiplicity**: 2
**DFT total energy**: -420.7276 Ha
**Charge**: +2
**HOMO-LUMO gap (spin up / spin down)**: 11.47 / 8.18 eV

***

Entry 6:
Computed, not measured: a cluster of 2 separate species, C4H15N3O in total at a distorted geometry, with ωB97M-V/def2-TZVPD.

Positions of all 23 atoms, in Å:
1 H 0.397 -0.997 1.574
2 C -0.575 -0.520 -0.179
3 H -2.661 1.134 -1.129
4 N 2.553 -2.045 0.828
5 H 3.451 -2.279 0.471
6 H -0.779 2.411 -3.090
7 H -2.065 0.285 -2.405
8 O -0.033 -0.092 3.215
9 N 0.660 -0.813 0.605
10 N -1.655 2.306 -2.569
11 C -1.732 1.057 -1.712
12 H -0.612 -1.243 -0.989
13 H 0.010 -0.808 3.854
14 H -1.743 3.154 -1.987
15 H -0.541 0.528 3.764
16 H -1.378 -0.625 0.545
17 H 0.353 1.178 -1.148
18 H -2.456 2.366 -3.183
19 H -0.727 1.620 0.150
20 C 1.755 -1.316 0.087
21 H 2.115 -1.116 -0.912
22 C -0.611 0.941 -0.692
23 H 2.329 -2.390 1.737

Computed properties:
**M**: 121.18 g mol⁻¹
**LUMO energy**: -6.35 eV
**DFT total energy**: -400.3309 Ha
**Charge**: +2
**HOMO-LUMO gap**: 11.57 eV

***

Entry 7:
Computed, not measured: a cluster of 2 separate species, C4H15N3O in total at a distorted geometry, with ωB97M-V/def2-TZVPD.

Positions of all 23 atoms, in Å:
1 H -1.476 0.992 -1.393
2 H -0.444 -1.553 -2.249
3 N -1.251 -0.893 -2.062
4 N -0.146 2.210 2.911
5 O 1.090 -2.162 -3.201
6 H 0.680 2.708 3.360
7 C 0.341 1.068 0.724
8 H 1.129 -2.991 -3.475
9 H 1.383 1.334 0.362
10 H -0.011 1.960 0.245
11 N 0.338 -1.427 0.449
12 H 1.655 -1.775 -3.788
13 C -0.134 -0.204 -0.019
14 H -0.531 2.702 2.080
15 H -0.840 2.231 3.648
16 C -0.922 0.130 -1.041
17 H -0.359 0.021 2.555
18 H 0.296 -2.172 -0.205
19 C 0.272 0.856 2.255
20 H -1.945 -1.524 -1.838
21 H 1.158 -1.475 1.124
22 H 1.187 0.431 2.596
23 H -1.469 -0.468 -3.036

Computed properties:
**M**: 121.18 g mol⁻¹
**LUMO energy**: -6.31 eV
**DFT total energy**: -400.2536 Ha
**Charge**: +2
**HOMO-LUMO gap**: 10.13 eV

***

Entry 8:
Computed, not measured: a cluster of 2 separate species, C4H15N4 in total at a distorted geometry, with ωB97M-V/def2-TZVPD.

Positions of all 23 atoms, in Å:
1 N 1.163 -1.019 1.385
2 H -2.532 -0.537 -1.389
3 H -0.177 -2.236 0.350
4 H 3.576 -2.026 0.847
5 H -3.647 0.747 -1.796
6 C -2.824 0.488 -1.132
7 H 0.780 2.616 0.531
8 H -1.267 1.338 -2.158
9 C 2.087 -0.779 0.294
10 N -1.716 1.418 -1.262
11 H 2.479 -2.696 -0.046
12 C -0.194 -1.364 1.008
13 H -0.769 -0.534 0.581
14 H -3.136 0.514 -0.089
15 H 1.142 -0.236 2.021
16 H 1.493 -0.676 -0.625
17 N 0.256 2.431 -0.297
18 H -0.726 -1.716 1.896
19 H 2.658 0.137 0.439
20 H 0.738 2.372 -1.174
21 H -1.440 1.763 0.794
22 N 3.043 -1.856 0.003
23 C -0.987 1.852 -0.182

Computed properties:
**M**: 119.19 g mol⁻¹
**LUMO energy (spin up / spin down)**: 0.99 / 0.93 eV
**Multiplicity**: 2
**DFT total energy**: -380.3207 Ha
**HOMO-LUMO gap (spin up / spin down)**: 5.57 / 9.71 eV

***

Entry 9:
Computed, not measured: a cluster of 3 separate species, C4H15NO2 in total at a distorted geometry, with ωB97M-V/def2-TZVPD.

Positions of all 22 atoms, in Å:
1 H 2.580 3.436 -0.347
2 H 0.384 1.444 1.018
3 H -2.895 -0.920 0.057
4 H 1.352 3.065 -1.057
5 H 0.400 -0.322 1.235
6 H -1.973 1.346 1.671
7 H -1.143 0.422 -1.030
8 H -2.003 -1.393 1.401
9 O 1.754 3.037 -0.194
10 C -2.292 1.380 0.498
11 N 0.050 0.469 0.717
12 C -1.233 -2.182 -0.506
13 H -1.012 -1.613 -1.396
14 H -1.673 -3.153 -0.637
15 H -0.223 -2.615 -0.399
16 O 3.776 -2.154 -0.771
17 C -1.867 -1.036 0.386
18 C -1.176 0.291 0.069
19 H -2.127 2.366 -0.015
20 H 3.490 -1.633 0.055
21 H 2.942 -2.459 -1.057
22 H -3.277 0.963 0.519

Computed properties:
**M**: 109.17 g mol⁻¹
**SMILES**: CC[C@@H](C)N.O.O
**LUMO energy**: 0.65 eV
**DFT total energy**: -366.5543 Ha
**HOMO-LUMO gap**: 9.20 eV

***

Entry 10:
Computed, not measured: a cluster of 3 separate species, C4H15NO2 in total at a distorted geometry, with ωB97M-V/def2-TZVPD.

Positions of all 22 atoms, in Å:
1 H 1.370 -1.500 -0.403
2 C 0.910 0.413 0.302
3 C 0.025 -0.087 1.429
4 C -1.249 -0.747 0.948
5 H 0.016 0.300 -2.082
6 H -0.138 0.706 2.183
7 H 1.787 0.885 0.783
8 H -1.952 -0.231 0.277
9 H 0.410 -1.332 -2.487
10 C 0.832 -0.436 -2.049
11 N 1.397 -0.532 -0.706
12 H 4.774 -0.382 0.355
13 H 3.376 -0.124 -0.145
14 O 4.004 0.160 0.551
15 H 1.574 -0.014 -2.718
16 H -4.604 1.163 -0.055
17 O -4.915 2.070 -0.105
18 H -0.994 -1.769 0.713
19 H 0.429 1.157 -0.325
20 H 0.657 -0.822 2.005
21 H -5.844 1.982 -0.358
22 H -1.864 -0.859 1.889

Computed properties:
**M**: 109.17 g mol⁻¹
**SMILES**: CCCNC.O.O
**LUMO energy**: 0.70 eV
**DFT total energy**: -366.5964 Ha
**HOMO-LUMO gap**: 9.57 eV

***

Repeat the tenth record exactly.
Computed, not measured: a cluster of 3 separate species, C4H15NO2 in total at a distorted geometry, with ωB97M-V/def2-TZVPD.

Positions of all 22 atoms, in Å:
1 H 1.370 -1.500 -0.403
2 C 0.910 0.413 0.302
3 C 0.025 -0.087 1.429
4 C -1.249 -0.747 0.948
5 H 0.016 0.300 -2.082
6 H -0.138 0.706 2.183
7 H 1.787 0.885 0.783
8 H -1.952 -0.231 0.277
9 H 0.410 -1.332 -2.487
10 C 0.832 -0.436 -2.049
11 N 1.397 -0.532 -0.706
12 H 4.774 -0.382 0.355
13 H 3.376 -0.124 -0.145
14 O 4.004 0.160 0.551
15 H 1.574 -0.014 -2.718
16 H -4.604 1.163 -0.055
17 O -4.915 2.070 -0.105
18 H -0.994 -1.769 0.713
19 H 0.429 1.157 -0.325
20 H 0.657 -0.822 2.005
21 H -5.844 1.982 -0.358
22 H -1.864 -0.859 1.889

Computed properties:
**M**: 109.17 g mol⁻¹
**SMILES**: CCCNC.O.O
**LUMO energy**: 0.70 eV
**DFT total energy**: -366.5964 Ha
**HOMO-LUMO gap**: 9.57 eV